Entry 1:
This record from the Open Molecules 2025 dataset describes a molecular structure, C3H5NO in a non-equilibrium geometry. The level of theory is ωB97M-V/def2-TZVPD.

Geometry as XYZ:
```
10
Properties=species:S:1:pos:R:3:forces:R:3
O 0.6816 -0.8206 -0.8380 -0.3 0.2 0.1
N 0.9572 1.0685 0.3772 0.2 -0.3 -0.2
C 1.5297 0.1079 -0.1911 0.1 0.2 0.3
C -0.4666 0.8587 0.0920 -0.1 0.0 0.0
C -0.5839 -0.4429 -0.6740 0.2 0.8 -0.9
H -1.0870 0.9364 0.9901 0.1 -0.1 -0.2
H 2.5894 -0.1076 -0.2709 -0.2 0.0 0.1
H -1.4636 -1.5448 0.1655 0.0 -0.4 1.1
H -0.8083 1.6519 -0.5918 0.0 -0.2 0.1
H -1.3485 -1.7075 0.9410 -0.2 -0.1 -0.4
```
Positions in Å, forces in eV/Å.

Computed properties:
Net charge   0
Spin multiplicity   1
F_max   0.02334 hartree/bohr
Orbital gap   0.343 Eh
ΔE to the lowest compared entry with this formula, charge and spin   415.0 kJ/mol

=====

Entry 2:
This record from the Open Molecules 2025 dataset describes 3 unconnected molecules or ions with the total composition C4H15NO2 in a non-equilibrium geometry. The level of theory is ωB97M-V/def2-TZVPD.

Geometry as XYZ:
```
22
Properties=species:S:1:pos:R:3:forces:R:3
O 3.1310 0.6156 0.1228 0.1 2.2 -0.1
O -3.9006 -0.2184 -2.1187 0.5 0.4 -0.5
N 0.5713 -0.3398 0.3106 1.6 -3.1 -2.3
C 0.1162 -1.4830 1.1749 -1.2 3.2 -0.1
C -0.1322 0.9041 0.2793 -0.4 1.1 -1.4
C -0.0771 1.6790 1.5931 0.6 0.1 -0.7
C 0.6695 -1.0179 -1.1069 -0.1 0.6 2.6
H 0.2405 1.6146 -0.6039 -0.3 -1.6 1.8
H -3.4730 -0.3285 -1.2478 -0.4 -0.2 0.0
H -0.8406 -1.8399 0.8070 -0.1 -0.7 -0.4
H 1.2731 -1.9347 -1.0304 -0.4 0.2 0.1
H 2.4181 0.3236 0.6885 -1.0 -0.5 0.0
H 0.9308 2.1203 1.6846 -0.5 -0.1 0.3
H -0.3604 1.1312 2.4668 0.3 -0.9 0.5
H -0.8494 2.4225 1.6191 -0.2 0.9 -0.5
H 0.9259 -2.2089 1.1083 -0.3 -0.2 0.8
H -4.7854 -0.5933 -2.0960 -0.1 -0.2 0.5
H -1.1389 0.6734 -0.0213 -1.1 0.3 0.0
H -0.2658 -1.1922 -1.6156 -0.9 -0.5 0.5
H -0.2191 -0.9942 2.1250 1.1 -1.0 -0.1
H 1.1383 -0.3799 -1.7772 1.4 1.5 -1.0
H 3.7058 -0.1057 0.0427 1.2 -1.6 -0.2
```
Positions in Å, forces in eV/Å.

Computed properties:
Net charge   -1
Spin multiplicity   2
F_max   0.08180 hartree/bohr
Orbital gap (spin up / spin down)   0.097 / 0.326 Eh
ΔE to the lowest compared entry with this formula, charge and spin   147.9 kJ/mol

=====

Entry 3:
This record from the Open Molecules 2025 dataset describes C4H8NO3 in the gas phase in a non-equilibrium geometry. The level of theory is ωB97M-V/def2-TZVPD.

Geometry as XYZ:
```
16
Properties=species:S:1:pos:R:3:forces:R:3
O 1.7741 0.3748 2.0395 0.7 0.7 1.9
O -2.7786 -0.4455 -1.3520 -0.2 1.1 -0.3
O 2.1967 0.7901 -0.0978 1.5 3.0 -1.0
N -0.9405 1.0960 -0.1044 3.2 -0.7 -1.2
C -1.6648 -1.1153 -1.0614 0.1 -1.4 0.6
C 0.4521 -0.7469 0.5148 0.1 -2.9 -2.6
C 1.5482 0.2022 0.8914 -0.5 -0.7 0.2
C -0.4130 -0.1886 -0.6167 -0.5 0.4 1.8
H -1.4605 1.4195 -0.8394 -1.6 1.8 -2.2
H -2.0050 -1.8093 -0.1305 1.6 0.6 -2.2
H -1.5939 0.9881 0.6104 -1.0 -0.8 1.7
H 2.6820 1.6971 0.1552 -1.6 -3.2 -0.2
H -1.2677 -1.4529 -2.0932 -0.5 -0.9 1.7
H 0.7457 -1.7192 0.0209 1.1 0.9 0.3
H 0.0498 -1.2514 1.3683 -1.0 0.9 1.0
H 0.3603 -0.2081 -1.4478 -1.5 1.2 0.6
```
Positions in Å, forces in eV/Å.

Computed properties:
Net charge   0
Spin multiplicity   2
F_max   0.07658 hartree/bohr
Orbital gap (spin up / spin down)   0.385 / 0.294 Eh
ΔE to the lowest compared entry with this formula, charge and spin   233.3 kJ/mol

=====

Entry 4:
This record from the Open Molecules 2025 dataset describes 2 unconnected molecules or ions with the total composition C14H13F2NO2S in a non-equilibrium geometry. The level of theory is ωB97M-V/def2-TZVPD.

Geometry as XYZ:
```
33
Properties=species:S:1:pos:R:3:forces:R:3
S -0.6609 -3.6813 2.1986 1.9 -0.1 -0.2
F -3.1507 4.2871 -1.1071 0.4 -1.4 0.1
F 3.3766 4.3083 -1.0447 -0.4 -1.4 0.0
O -1.5921 -3.9985 1.1161 -0.5 0.2 0.0
O -1.1718 -2.7404 3.1942 -0.4 0.1 -0.1
N 0.8235 -3.4043 1.7148 -0.5 0.4 -0.1
C 2.5073 0.2772 -0.8757 -0.7 0.0 0.1
C 4.1350 2.0619 -1.0104 -0.7 -0.7 0.1
C -2.2641 0.2649 -0.8338 0.7 -0.1 0.1
C -3.5813 0.6746 -0.9112 -0.4 0.4 -0.1
C 3.0732 2.9657 -0.9921 -0.3 1.1 0.0
C 1.7372 2.5932 -0.9199 0.4 -0.3 0.0
C -1.5033 2.5813 -0.9597 -0.5 -0.2 0.0
C -0.3314 -5.2078 3.0661 -0.2 -0.2 0.2
C 0.1220 0.6237 -0.7817 -0.2 0.3 -0.2
C 1.4147 1.2025 -0.8592 1.1 0.1 0.0
C -2.8416 2.9474 -1.0227 0.4 1.1 0.0
C -1.1746 1.1946 -0.8578 -0.9 0.0 0.0
C -3.8998 2.0396 -1.0049 0.6 -0.8 0.1
C 3.8227 0.6937 -0.9499 0.4 0.3 -0.1
H 0.1240 -0.4642 -0.6824 0.0 0.2 0.0
H 5.1625 2.4070 -1.0680 -0.2 0.0 0.0
H 0.0770 -5.9386 2.3641 -0.1 0.2 0.1
H -2.0151 -0.7944 -0.7491 -0.2 0.2 0.1
H -4.9292 2.3793 -1.0611 0.2 0.0 0.0
H -1.2678 -5.5774 3.4914 0.1 0.1 -0.1
H 4.6240 -0.0456 -0.9606 -0.2 0.2 0.0
H 0.8806 -2.4835 1.2580 -0.3 -0.3 0.3
H 0.3899 -5.0135 3.8641 -0.2 0.1 -0.2
H 0.9676 3.3551 -0.9029 0.5 -0.1 0.0
H 2.2616 -0.7848 -0.8295 0.2 0.2 0.0
H -0.7362 3.3454 -0.9864 -0.5 -0.1 0.0
H -4.3794 -0.0681 -0.8969 0.3 0.2 0.0
```
Positions in Å, forces in eV/Å.

Computed properties:
Net charge   0
Spin multiplicity   1
F_max   0.03791 hartree/bohr
Orbital gap   0.065 Eh

=====

Entry 5:
This record from the Open Molecules 2025 dataset describes a molecular structure, C6H6BrNNiSbSe4. The level of theory is ωB97M-V/def2-TZVPD.

Geometry as XYZ:
```
20
Properties=species:S:1:pos:R:3:forces:R:3
Sb -2.7017 2.0499 -2.5472 -0.1 -0.1 0.0
Br 3.3969 -0.6491 -1.7393 0.1 0.0 0.1
Se -1.7520 2.2267 -0.3089 0.0 0.0 -0.1
Se 0.4185 1.4112 -4.4819 0.1 0.0 -0.1
Se -1.4889 0.1294 -3.8538 0.0 0.1 0.1
Se -5.0466 1.4593 -2.7112 0.1 0.0 0.0
Ni 0.7164 0.1251 -2.5804 -0.2 -0.2 0.0
N 0.8695 -0.7060 -0.7556 -0.1 0.3 0.2
C 2.5167 -0.4869 0.9769 -0.3 -0.2 0.2
C 2.1213 -0.6487 -0.3256 0.4 0.2 -0.5
C -0.0970 -0.6672 0.1653 0.0 -0.1 0.1
C 0.1669 -0.5537 1.5314 0.1 0.0 -0.1
C -0.9749 -0.4767 2.4978 0.0 0.0 0.0
C 1.4936 -0.4463 1.9219 0.0 0.0 0.0
H 3.5581 -0.3885 1.2393 0.0 0.0 0.0
H -0.6218 -0.2838 3.5105 0.0 0.0 0.0
H -1.5467 -1.4059 2.5041 0.0 0.0 0.0
H -1.1105 -0.6968 -0.2116 0.0 0.0 0.0
H 1.7366 -0.3156 2.9698 0.0 0.0 0.0
H -1.6544 0.3237 2.1986 0.0 0.0 0.0
```
Positions in Å, forces in eV/Å.

Computed properties:
Net charge   -1
Spin multiplicity   3
F_max   0.01339 hartree/bohr
Orbital gap (spin up / spin down)   0.227 / 0.200 Eh
ΔE to the lowest compared entry with this formula, charge and spin   56.6 kJ/mol

=====

Entry 6:
This record from the Open Molecules 2025 dataset describes C5H10O in the gas phase. The level of theory is ωB97M-V/def2-TZVPD.

Geometry as XYZ:
```
16
Properties=species:S:1:pos:R:3:forces:R:3
O -0.6294 -0.0311 1.1083 0.3 0.4 0.6
C 2.4403 0.7607 -0.6681 0.1 0.0 -0.1
C -2.2806 -1.3080 -0.0567 -0.1 0.0 -0.1
C -1.7356 -0.7199 1.1779 -0.6 -0.4 -0.1
C 0.1213 0.1297 0.0515 0.4 0.0 -0.7
C 1.1827 1.1741 0.0984 0.0 0.1 0.1
H 2.1855 0.4630 -1.6927 0.1 0.0 0.2
H 1.4256 1.3882 1.1458 0.0 0.0 -0.1
H 0.8082 2.1202 -0.3286 0.1 -0.1 0.1
H -2.1716 -0.7630 2.1631 0.0 0.0 -0.1
H -2.3443 -0.5344 -0.8472 0.0 -0.1 0.1
H 2.9327 -0.0874 -0.1816 -0.1 0.1 -0.1
H -3.2757 -1.7235 0.1098 0.1 0.0 0.0
H -1.6353 -2.1007 -0.4758 -0.1 0.1 0.1
H 3.1556 1.5878 -0.7346 -0.1 -0.1 0.0
H -0.1795 -0.3558 -0.8695 0.1 0.1 0.1
```
Positions in Å, forces in eV/Å.

Computed properties:
Net charge   0
Spin multiplicity   1
F_max   0.01507 hartree/bohr
Orbital gap (spin up / spin down)   0.291 / 0.289 Eh
ΔE to the lowest compared entry with this formula, charge and spin   320.6 kJ/mol

=====

Entry 7:
This record from the Open Molecules 2025 dataset describes a molecular structure, C14H23InNO7 in a non-equilibrium geometry. The level of theory is ωB97M-V/def2-TZVPD.

Geometry as XYZ:
```
46
Properties=species:S:1:pos:R:3:forces:R:3
In 1.8233 0.3989 -0.0117 -0.7 0.1 0.1
O 0.6007 -1.9791 -1.1075 0.0 -3.2 0.2
O 0.3799 -6.6055 1.7629 0.8 3.3 -3.6
O 1.7413 -2.1507 1.3277 -0.9 -2.5 -0.8
O 0.4151 0.8411 2.5392 -1.3 -0.2 -1.0
O 1.3610 1.6960 -2.6520 -0.8 -2.6 1.3
O -0.8493 2.4588 -0.4488 0.3 -0.8 -0.8
O -0.0090 -6.6840 -1.1888 0.8 3.1 3.3
N -1.2456 -0.3948 0.5134 0.8 0.0 0.9
C -0.7073 0.0672 2.9777 -0.5 0.4 -0.3
C -1.8780 1.5420 -0.8844 1.2 0.3 0.1
C -1.3358 3.7223 -0.0742 -0.8 -0.4 0.5
C 0.2574 -5.6187 -0.4789 -0.7 -5.7 -3.0
C 0.6114 -5.6026 0.9547 -1.6 -4.9 3.9
C 1.2671 -3.2049 0.8487 0.3 2.1 -0.4
C 2.1480 2.8354 -4.4793 1.2 0.4 -2.1
C -2.2456 0.6275 0.2642 -0.8 0.3 -1.1
C 1.1329 -4.4671 1.5663 0.7 2.0 -0.8
C 0.2949 -4.4748 -1.2155 0.5 5.6 -0.3
C -1.3061 -0.8661 1.8958 1.8 -0.2 0.9
C 0.7758 1.7220 3.5631 1.3 0.4 0.8
C 0.6675 -3.1306 -0.6331 0.6 1.1 1.4
C 1.6758 2.9373 -3.0980 0.2 2.7 0.3
H 1.4547 2.3440 -5.1619 -0.3 -0.3 0.2
H -1.9255 4.1338 -0.8934 0.2 0.5 0.0
H -0.5316 4.3709 0.2732 0.1 -0.1 -0.4
H -1.5350 0.6772 3.3395 0.2 0.7 0.1
H 2.4240 3.3738 -2.4364 0.2 -0.1 0.0
H -3.1063 0.0522 -0.0770 -0.8 0.5 0.4
H 3.0854 2.2803 -4.5138 0.0 -0.2 0.0
H 2.3548 3.7719 -4.9972 0.0 0.3 0.4
H 1.4238 -4.5225 2.6049 0.0 0.0 0.1
H -0.3293 -0.4705 3.8473 -0.4 -0.6 0.0
H -0.6273 -1.7053 2.0479 -0.4 -0.6 -0.8
H -2.7239 2.0453 -1.3526 -0.2 0.3 0.5
H -1.5941 -1.1865 -0.0079 0.5 -0.2 -0.4
H -2.4654 1.2715 1.1157 0.0 -0.4 0.2
H -0.0657 2.0729 4.1605 -0.1 0.0 -0.1
H 1.4981 1.2224 4.2086 -0.1 -0.2 0.5
H -1.9994 3.5775 0.7782 -0.3 0.3 0.2
H 0.0343 -4.3675 -2.2581 -0.1 -0.8 -0.2
H 1.3333 2.5840 3.1965 -0.3 0.0 -0.5
H -1.4594 0.9577 -1.7037 0.3 -0.2 0.0
H -2.3211 -1.1643 2.1585 -0.1 0.0 0.4
H 0.8218 3.6088 -3.0097 -0.3 0.2 -0.1
H 0.6786 1.4028 -3.2602 -0.2 -0.6 0.1
```
Positions in Å, forces in eV/Å.

Computed properties:
Net charge   +1
Spin multiplicity   1
F_max   0.12607 hartree/bohr
Orbital gap   0.157 Eh
ΔE to the lowest compared entry with this formula, charge and spin   211.2 kJ/mol

=====

Entry 8:
This record from the Open Molecules 2025 dataset describes a molecular structure, C5H5O15Sr in a non-equilibrium geometry. The level of theory is ωB97M-V/def2-TZVPD.

Geometry as XYZ:
```
26
Properties=species:S:1:pos:R:3:forces:R:3
Sr 0.2482 -0.2396 0.0680 -0.8 -0.1 -0.3
O -1.9996 -0.6368 -1.3202 -1.6 0.9 -2.2
O -3.5826 -2.2021 -0.6816 -2.0 -0.2 -1.6
O -0.4165 1.7240 1.7017 1.7 -0.1 -0.8
O 1.9580 -1.2482 1.6941 4.4 0.2 -1.3
O 1.4163 -1.5071 -1.8398 2.0 -1.2 0.1
O 0.0875 -1.3883 -3.5399 0.4 -0.9 -1.8
O 0.0921 -1.1853 2.5987 -1.4 -0.1 2.9
O 1.9896 -1.4954 3.8874 0.2 0.2 0.6
O 0.8151 3.6662 -2.0939 0.4 2.8 -0.6
O -0.2790 1.7540 -2.6275 2.2 2.4 1.6
O -2.3894 1.6800 2.7356 0.9 1.1 0.0
O 1.8734 -2.7224 -3.6677 1.7 -1.4 -0.4
O 1.1525 1.9278 -0.8883 0.8 -0.1 0.8
O -1.6716 -2.0215 0.2590 1.3 -2.0 1.8
O -1.2263 3.5056 2.6466 0.4 4.7 1.4
C 1.1128 -1.8476 -3.0367 -5.1 4.2 1.9
C -2.3779 -1.5969 -0.6731 2.1 1.4 1.9
C 1.3072 -1.2812 2.7491 -4.7 -0.1 -2.8
C -1.3213 2.2521 2.3515 -3.3 -5.4 -0.2
C 0.5479 2.4056 -1.8842 -4.1 -6.2 -2.5
H 2.7667 -1.3890 3.3338 2.0 -0.3 0.8
H 1.3115 3.6564 -1.2723 1.0 1.6 0.7
H 2.4075 -2.8353 -2.8781 1.3 -0.9 0.1
H -3.4403 -2.8068 0.0504 -0.1 -0.2 0.2
H -0.3818 3.8320 2.3274 0.2 -0.2 -0.3
```
Positions in Å, forces in eV/Å.

Computed properties:
Net charge   -3
Spin multiplicity   1
F_max   0.15270 hartree/bohr
Orbital gap   0.241 Eh